The following is a quantum chemistry calculation of a structure of composition C33H25BrCl2HgN7O4, from OMol25.

```
73
Properties=species:S:1:pos:R:3:forces:R:3:mulliken_spin:R:1
Hg -0.546 -0.010 -0.010 -0.174 -0.388 -0.074 0.02
N 3.346 2.177 1.066 -0.077 0.025 0.063 0.04
C 2.361 1.817 0.178 0.056 -0.006 0.049 0.11
N 2.030 0.611 -0.076 -0.271 0.257 0.143 -0.04
C 2.627 -0.426 0.623 -0.105 -0.195 -0.319 0.20
N 2.206 -1.658 0.435 0.465 -0.084 0.343 -0.15
N 1.001 -1.771 -0.077 -0.767 0.555 -0.298 0.08
C 0.685 -2.871 -0.739 -0.222 -0.353 0.032 0.22
C -0.663 -3.202 -1.057 0.009 0.184 0.121 0.08
C -0.975 -4.336 -1.839 0.037 -0.101 -0.110 0.06
C -2.285 -4.644 -2.103 0.054 0.085 0.063 -0.01
C -3.298 -3.824 -1.589 -0.097 -0.078 -0.080 0.14
C -2.917 -2.719 -0.847 0.029 0.032 0.011 -0.06
N -1.656 -2.414 -0.577 0.136 0.090 0.011 0.09
C 3.664 -0.146 1.593 0.075 0.055 0.162 -0.03
C 4.281 -1.127 2.374 0.020 0.079 -0.028 0.09
C 5.162 -0.775 3.386 0.018 -0.086 -0.010 -0.05
C 5.431 0.561 3.644 0.005 0.112 -0.020 0.07
C 4.827 1.552 2.878 -0.007 -0.038 0.078 -0.02
C 3.957 1.204 1.857 0.087 -0.197 0.037 0.06
H 3.296 3.103 1.458 -0.106 0.064 -0.025 0.00
H 1.878 2.624 -0.360 -0.072 0.020 0.130 0.00
H 1.471 -3.552 -1.052 0.042 0.042 0.116 0.02
H -0.164 -4.937 -2.233 -0.013 -0.019 -0.015 0.00
H -2.537 -5.504 -2.714 0.031 -0.017 0.009 0.00
H -4.343 -4.032 -1.775 -0.001 0.026 0.010 0.01
H -3.662 -2.039 -0.440 0.033 0.052 -0.024 0.00
H 4.032 -2.161 2.180 -0.051 0.015 0.022 0.01
H 5.616 -1.546 3.997 0.014 0.004 -0.032 0.00
H 6.099 0.841 4.451 -0.020 -0.006 0.005 0.01
H 4.988 2.599 3.104 0.043 0.013 -0.036 0.00
Cl 1.102 2.238 -7.853 0.010 0.046 -0.107 0.00
C 0.699 1.443 -6.342 0.062 0.147 -0.019 0.00
C 0.491 0.055 -6.340 -0.062 0.028 0.257 0.00
C 0.195 -0.566 -5.163 0.065 -0.072 -0.208 0.00
Cl -0.078 -2.280 -5.160 -0.013 -0.122 0.009 0.00
C 0.101 0.109 -3.874 -0.013 -0.025 0.141 0.00
O -0.135 -0.520 -2.832 -0.024 0.065 0.041 0.03
C 0.297 1.542 -3.965 -0.066 -0.304 0.052 -0.01
C 0.187 2.401 -2.810 0.066 0.357 0.007 0.00
O -0.026 2.126 -1.645 -0.079 -0.036 -0.057 0.00
C 0.598 2.164 -5.186 -0.030 0.002 -0.008 0.00
H 0.559 -0.508 -7.261 -0.005 -0.034 0.003 0.00
H 0.320 3.479 -3.074 0.036 -0.042 0.004 0.00
H 0.752 3.237 -5.202 -0.009 0.006 0.001 0.00
Br -0.339 -3.411 3.458 -0.004 -0.012 -0.218 0.00
C -0.018 -1.704 4.247 0.023 0.134 0.067 0.00
C 0.015 -1.652 5.632 0.001 -0.027 0.012 0.00
C 0.242 -0.413 6.207 -0.047 -0.055 -0.091 0.00
C 0.436 0.678 5.381 0.031 0.039 0.154 0.00
C 0.374 0.511 4.000 0.026 0.147 -0.034 0.00
N 0.133 -0.679 3.443 0.124 -0.164 -0.028 0.00
C 0.581 1.763 3.121 -0.003 0.448 -0.279 0.00
O 1.173 2.693 3.710 0.126 -0.055 -0.014 0.00
O 0.133 1.772 1.952 0.154 -0.519 0.205 0.00
H -0.134 -2.545 6.220 -0.010 -0.013 -0.007 0.00
H 0.260 -0.313 7.286 0.034 0.031 -0.003 0.00
H 0.640 1.666 5.765 0.011 -0.003 -0.060 0.00
C -3.041 1.006 -2.280 0.078 0.061 0.170 0.00
C -3.449 1.052 -0.840 -0.135 0.004 -0.258 0.00
C -4.669 1.444 -0.329 0.018 0.019 -0.002 0.00
C -4.592 1.283 1.078 0.042 -0.032 -0.036 0.00
C -3.329 0.800 1.351 -0.085 -0.041 0.278 0.00
C -2.761 0.417 2.679 0.025 0.032 -0.146 0.00
N -2.629 0.660 0.183 0.451 0.026 -0.064 0.00
H -3.908 0.790 -2.909 0.005 -0.016 -0.005 0.00
H -2.289 0.233 -2.442 -0.008 0.005 -0.086 0.00
H -2.618 1.959 -2.611 0.036 -0.046 -0.026 0.00
H -5.511 1.807 -0.902 0.021 -0.051 -0.038 0.00
H -5.371 1.482 1.801 0.050 -0.033 0.048 0.00
H -3.554 0.366 3.428 -0.039 -0.011 -0.022 0.00
H -2.009 1.132 3.017 -0.032 -0.042 -0.035 0.00
H -2.279 -0.563 2.617 -0.002 0.017 0.066 0.00
```
Forces are in eV/Å.

ΔE to the lowest compared entry with this formula, charge and spin: 1.809 eV
HOMO-LUMO gap (alpha / beta): 4.14 / 5.92 eV
Highest occupied orbital energy (alpha / beta): -0.021 / -1.801 eV
Multiplicity: 2
Net charge: -2